Formula: C31H28N2O5
Source: the Open Molecules 2025 dataset
Level of theory: ωB97M-V/def2-TZVPD

Element x y z (Å)
C (4.32, 0.73, 4.18)
O (3.69, 1.91, 4.60)
C (2.58, 2.28, 3.79)
C (1.30, 2.49, 4.64)
C (1.02, 3.98, 4.93)
C (-0.03, 4.58, 3.95)
C (-1.48, 4.46, 4.48)
C (-2.50, 4.32, 3.37)
C (-3.20, 5.42, 2.94)
C (-4.10, 5.38, 1.91)
C (-4.34, 4.19, 1.27)
C (-3.65, 3.08, 1.68)
C (-2.74, 3.11, 2.72)
C (-2.06, 1.80, 3.06)
O (-1.92, 1.42, 4.21)
C (-1.64, 1.00, 1.85)
C (-0.44, 0.36, 1.78)
C (-0.12, -0.31, 0.62)
C (-1.01, -0.31, -0.43)
C (-0.61, -1.00, -1.69)
C (0.67, -0.83, -2.23)
C (0.89, -1.51, -3.42)
C (-0.11, -2.27, -3.96)
N (-1.33, -2.51, -3.47)
C (-1.50, -1.83, -2.33)
C (-2.23, 0.33, -0.36)
C (-2.54, 0.99, 0.81)
C (-3.83, 1.76, 0.98)
O (-4.90, 1.33, 0.62)
H (4.98, 0.41, 4.99)
H (3.61, -0.10, 4.01)
H (4.93, 0.85, 3.28)
H (2.36, 1.43, 3.13)
H (2.77, 3.14, 3.14)
H (1.37, 1.90, 5.55)
H (0.48, 2.12, 4.02)
H (1.95, 4.56, 4.95)
H (0.58, 4.03, 5.93)
H (0.24, 5.61, 3.70)
H (0.05, 4.01, 3.01)
H (-1.51, 3.60, 5.14)
H (-1.70, 5.36, 5.07)
H (-3.03, 6.39, 3.39)
H (-4.63, 6.26, 1.57)
H (-5.03, 4.06, 0.44)
H (0.23, 0.41, 2.63)
H (0.83, -0.82, 0.56)
H (1.39, -0.19, -1.74)
H (1.85, -1.44, -3.92)
H (0.11, -2.75, -4.91)
H (-2.48, -1.97, -1.86)
H (-2.95, 0.34, -1.16)
C (1.15, -8.10, -7.38)
C (1.98, -8.22, -6.27)
C (2.47, -7.08, -5.65)
C (2.12, -5.84, -6.15)
C (1.30, -5.70, -7.26)
C (0.81, -6.85, -7.87)
N (2.62, -4.63, -5.48)
O (3.35, -4.77, -4.52)
O (2.27, -3.55, -5.92)
H (0.76, -8.99, -7.86)
H (2.24, -9.19, -5.89)
H (3.11, -7.17, -4.79)
H (1.04, -4.73, -7.64)
H (0.17, -6.76, -8.74)

Calculated values
structure (SMILES): COCCCCCc1cccc2c1C(=O)c1ccc(-c3cccnc3)cc1C2=O.O=[N+]([O-])c1ccccc1
charge: 0
calculated total energy: -45815.6057 eV

Formula: C31H56As2BaN4O2P
Source: the Open Molecules 2025 dataset
Level of theory: ωB97M-V/def2-TZVPD

Element x y z (Å)
Ba (-0.26, -0.23, -0.13)
C (4.29, 1.34, 0.27)
As (2.63, 1.65, -0.71)
C (3.37, 1.63, -2.52)
C (2.44, 3.59, -0.49)
C (3.55, 4.38, -0.21)
C (3.44, 5.75, -0.08)
C (2.20, 6.36, -0.24)
C (1.09, 5.59, -0.52)
C (1.19, 4.20, -0.64)
As (-0.41, 3.15, -1.05)
C (-1.81, 4.29, -0.30)
C (-0.61, 3.63, -2.93)
H (5.12, 1.89, -0.15)
H (4.51, 0.27, 0.22)
H (4.15, 1.62, 1.32)
H (4.20, 2.32, -2.60)
H (2.59, 1.92, -3.23)
H (3.70, 0.62, -2.76)
H (4.53, 3.93, -0.10)
H (4.31, 6.35, 0.13)
H (2.10, 7.43, -0.14)
H (0.13, 6.08, -0.64)
H (-1.87, 5.25, -0.81)
H (-1.62, 4.45, 0.76)
H (-2.76, 3.78, -0.41)
H (-0.62, 4.71, -3.06)
H (-1.53, 3.20, -3.33)
H (0.23, 3.21, -3.50)
C (-2.79, -1.69, 2.52)
N (-2.12, -0.40, 2.42)
C (-3.02, 0.70, 2.06)
P (-0.73, 0.03, 3.25)
O (0.15, 0.83, 2.35)
N (0.01, -1.38, 3.66)
C (-0.44, -2.17, 4.80)
C (1.29, -1.80, 3.10)
N (-1.21, 0.89, 4.56)
C (-2.40, 0.60, 5.34)
C (-0.22, 1.70, 5.26)
H (-3.31, -1.90, 1.59)
H (-3.52, -1.72, 3.34)
H (-2.05, -2.48, 2.68)
H (-3.54, 0.47, 1.13)
H (-2.46, 1.63, 1.93)
H (-3.78, 0.88, 2.83)
H (-1.43, -1.86, 5.12)
H (0.24, -2.06, 5.65)
H (-0.49, -3.23, 4.53)
H (1.65, -1.07, 2.39)
H (1.20, -2.78, 2.62)
H (2.04, -1.89, 3.90)
H (-3.08, -0.04, 4.78)
H (-2.92, 1.52, 5.59)
H (-2.15, 0.09, 6.28)
H (0.60, 1.94, 4.59)
H (0.18, 1.18, 6.14)
H (-0.68, 2.63, 5.59)
C (-4.93, 2.69, -2.99)
C (-4.56, 1.22, -3.21)
C (-3.50, 0.78, -2.31)
N (-2.67, 0.44, -1.60)
H (-5.72, 2.97, -3.68)
H (-4.08, 3.34, -3.16)
H (-5.30, 2.84, -1.97)
H (-4.21, 1.05, -4.23)
H (-5.42, 0.56, -3.06)
C (-2.30, -3.01, -2.87)
C (-1.72, -4.15, -2.03)
C (-2.10, -4.01, -0.55)
C (-0.23, -4.30, -2.25)
C (0.26, -5.45, -2.87)
C (1.60, -5.63, -3.12)
C (2.50, -4.65, -2.74)
C (2.07, -3.49, -2.11)
C (3.02, -2.42, -1.61)
C (4.39, -2.42, -2.29)
C (3.19, -2.57, -0.09)
C (0.69, -3.30, -1.88)
O (0.28, -2.17, -1.30)
H (-3.38, -2.92, -2.71)
H (-2.13, -3.19, -3.93)
H (-1.83, -2.06, -2.61)
H (-2.18, -5.08, -2.38)
H (-1.67, -3.10, -0.13)
H (-1.73, -4.85, 0.03)
H (-3.19, -3.97, -0.44)
H (-0.45, -6.22, -3.16)
H (1.95, -6.53, -3.61)
H (3.56, -4.79, -2.93)
H (2.55, -1.45, -1.80)
H (4.96, -3.32, -2.07)
H (4.98, -1.57, -1.94)
H (4.29, -2.34, -3.38)
H (3.68, -3.52, 0.14)
H (2.22, -2.57, 0.40)
H (3.81, -1.77, 0.33)

Calculated values
charge: +1
calculated total energy: -174770.4206 eV

Formula: C20H34ClHfIP3
Source: the Open Molecules 2025 dataset
Level of theory: ωB97M-V/def2-TZVPD

Element x y z (Å)
C (0.60, 5.44, -0.85)
I (1.01, 3.39, 0.10)
H (-0.47, 5.52, -1.04)
H (1.19, 5.46, -1.77)
H (0.95, 6.23, -0.16)
Hf (-0.78, 1.24, 0.10)
P (-0.38, 0.86, -2.42)
C (1.28, 0.71, -3.18)
C (-1.24, -0.60, -3.10)
H (-1.21, -0.57, -4.20)
H (-1.05, 2.00, -4.42)
H (-2.28, -0.61, -2.74)
H (-2.11, 2.43, -3.04)
H (1.87, -0.06, -2.67)
H (-0.77, -1.52, -2.73)
C (-1.08, 2.25, -3.36)
H (1.16, 0.46, -4.24)
H (-0.49, 3.15, -3.17)
H (1.81, 1.67, -3.08)
P (-0.78, 1.79, 2.70)
C (0.78, 2.02, 3.65)
C (-1.48, 3.46, 2.92)
H (-2.78, 0.61, 3.35)
H (-1.95, 1.29, 4.78)
H (-1.34, -0.20, 4.00)
C (-1.80, 0.78, 3.82)
H (-2.44, 3.54, 2.39)
H (-1.63, 3.65, 3.99)
H (0.54, 2.24, 4.70)
H (1.35, 2.86, 3.23)
H (-0.79, 4.21, 2.51)
H (1.41, 1.12, 3.61)
Cl (-3.09, 1.58, -0.07)
C (0.56, -1.60, 2.35)
P (0.24, -1.05, 0.64)
C (1.88, -1.54, -0.07)
C (2.84, -0.53, -0.31)
C (4.10, -0.89, -0.79)
C (4.41, -2.23, -1.06)
C (3.48, -3.23, -0.79)
C (2.24, -2.89, -0.25)
C (-0.98, -2.35, 0.14)
C (-2.22, -2.38, 0.82)
C (-3.22, -3.26, 0.40)
C (-3.00, -4.12, -0.68)
C (-1.78, -4.09, -1.36)
C (-0.78, -3.19, -0.96)
H (1.31, -0.94, 2.81)
H (0.96, -2.62, 2.26)
H (-0.36, -1.60, 2.94)
H (2.59, 0.52, -0.13)
H (4.87, -0.13, -0.97)
H (5.39, -2.51, -1.45)
H (3.70, -4.28, -0.99)
H (1.54, -3.69, -0.01)
H (-2.42, -1.71, 1.67)
H (-4.18, -3.33, 0.93)
H (-3.76, -4.83, -0.99)
H (-1.59, -4.79, -2.18)
H (0.15, -3.17, -1.54)

Calculated values
charge: +3
calculated total energy: -71063.6581 eV

Formula: C14H10Cl2N4OS
Source: the Open Molecules 2025 dataset
Level of theory: ωB97M-V/def2-TZVPD

Element x y z (Å)
Cl (-4.11, -0.07, -2.91)
Cl (-1.86, -0.03, 2.10)
N (1.64, 0.29, -0.70)
N (3.97, 0.30, -1.26)
N (5.60, 0.55, 0.48)
O (-1.03, 0.06, -1.81)
S (4.78, 0.80, 3.08)
C (3.07, 0.60, 3.33)
C (2.37, 0.40, 2.17)
C (1.32, 0.80, -1.88)
C (5.22, 0.43, -0.81)
C (2.97, 0.25, -0.36)
C (4.60, 0.56, 1.35)
C (-4.74, -2.20, 0.47)
C (-4.88, -1.63, -0.82)
C (-3.78, -1.68, 1.36)
C (-4.00, -0.64, -1.27)
C (-2.95, -0.64, 0.92)
C (3.26, 0.37, 0.99)
C (-2.98, -0.15, -0.40)
N (0.03, 0.86, -2.36)
C (-1.90, 0.79, -0.92)
H (2.56, 0.65, 4.27)
H (1.27, 0.36, 2.06)
H (2.11, 1.30, -2.45)
H (6.02, 0.46, -1.56)
H (-5.42, -2.96, 0.91)
H (-5.65, -1.94, -1.49)
H (-3.74, -2.00, 2.39)
H (-0.11, 1.24, -3.28)
H (-2.35, 1.67, -1.43)
H (-1.32, 1.23, -0.14)

Calculated values
structure (SMILES): Clc1cccc(Cl)c1CON/C=N/c1ncnc2sccc12
charge: 0
calculated total energy: -58566.2581 eV

Question: Look up the calculated total energy of the second one.
Answer: -174770.4206 eV